Entry 1:
DFT (wB97M-V/def2-TZVPD) results for a structure of composition C27H28N2PtSi in a non-equilibrium geometry.

Summary:
- Total charge: +2
- HOMO (alpha / beta): -11.23 / -13.18 eV
- Molecular weight: 603.7 g mol⁻¹
- Multiplicity: 5
- HOMO-LUMO gap (alpha / beta): 0.1510 / 0.1291 Ha
- Expectation value of S²: 6.04

Positions of all 59 atoms, in Å:
C1 0.649 -2.723 0.353
C2 1.616 -2.274 -0.620
C3 2.375 -1.247 -0.081
H1 1.646 -2.662 -1.641
C4 1.919 -0.975 1.297
C5 0.868 -2.027 1.528
H2 0.437 -2.261 2.509
H3 -0.130 -3.438 0.148
H4 3.192 -0.721 -0.576
H5 2.666 -0.762 2.077
Pt1 0.808 0.905 1.369
C6 -0.328 2.433 1.189
H6 0.535 3.111 1.178
H7 -0.873 2.626 2.130
H8 -0.879 2.517 0.239
Si1 0.469 0.022 -3.416
C7 -1.407 -0.214 -3.005
C8 -1.816 -1.487 -3.491
H9 -1.041 -2.252 -3.621
C9 -3.172 -1.736 -3.798
H10 -3.525 -2.638 -4.319
C10 -4.151 -0.752 -3.430
H11 -5.209 -0.943 -3.604
C11 -3.769 0.459 -2.822
H12 -4.488 1.229 -2.579
C12 -2.407 0.702 -2.535
H13 -2.084 1.587 -1.990
C13 1.586 1.519 -3.401
C14 1.694 1.192 -4.827
H14 0.849 1.261 -5.540
C15 3.004 0.883 -5.308
H15 3.135 0.428 -6.310
C16 4.126 1.173 -4.518
H16 5.128 0.956 -4.914
C17 4.002 1.813 -3.284
H17 4.895 2.126 -2.733
C18 2.719 2.009 -2.725
H18 2.615 2.422 -1.723
H19 1.872 1.720 0.481
H20 1.232 -0.722 -2.403
N1 -1.200 -0.026 1.229
C19 -1.682 -0.313 2.596
C20 -2.904 -0.933 2.927
C21 -3.164 -1.183 4.302
C22 -2.268 -0.813 5.296
C23 -1.013 -0.210 5.009
C24 0.045 0.128 5.896
C25 1.261 0.636 5.455
C26 1.445 0.840 4.096
N2 0.429 0.531 3.278
C27 -0.791 0.015 3.623
H21 -1.231 -0.844 0.618
H22 -1.796 0.645 0.737
H23 -3.615 -1.195 2.143
H24 -4.105 -1.679 4.564
H25 -2.500 -1.005 6.343
H26 -0.087 -0.038 6.956
H27 2.111 0.909 6.077
H28 2.307 1.278 3.573

Forces on atoms 1 to 3 (eV/Å):
C 1.03 0.72 -1.13
C -2.18 -1.47 -0.02
C 0.54 1.02 1.55



Entry 2:
DFT (wB97M-V/def2-TZVPD) results for the molecule C5H9NO.

Summary:
- HOMO: -9.02 eV
- Molecular weight: 99.1 g mol⁻¹
- SMILES: CC(=O)[C@@H]1CN1C
- Multiplicity: 1
- Energy above the lowest of the compared OMol25 structures with the same formula, charge and spin: 2.436 eV
- HOMO-LUMO gap: 0.3675 Ha

Positions of all 16 atoms, in Å:
C1 -1.474 1.252 1.229
C2 -1.418 -0.187 0.770
O1 -2.140 -1.032 1.257
C3 -0.404 -0.662 -0.255
C4 0.841 -0.991 0.485
N1 0.806 0.109 -0.456
C5 1.586 0.118 -1.700
H1 -2.041 1.294 2.163
H2 -0.502 1.742 1.345
H3 -2.027 1.801 0.459
H4 -0.813 -1.321 -1.021
H5 1.395 -1.913 0.311
H6 0.779 -0.673 1.529
H7 2.210 1.020 -1.693
H8 0.940 0.182 -2.583
H9 2.263 -0.738 -1.842

Forces on atoms 1 to 3 (eV/Å):
C -0.08 0.00 -0.02
C -0.31 -0.17 -0.05
O 0.05 0.35 -0.28



Entry 3:
DFT (wB97M-V/def2-TZVPD) results for a cluster of 13 separate species, C63H40Cl12O40 in total in a non-equilibrium geometry.

Summary:
- HOMO: -9.54 eV
- Molecular weight: 1862.4 g mol⁻¹
- Multiplicity: 1
- HOMO-LUMO gap: 0.2798 Ha

Positions of all 155 atoms, in Å:
C1 -9.593 -1.609 0.784
C2 -9.566 -2.783 1.487
C3 -8.183 -3.354 1.901
O1 -8.174 -4.390 2.560
C4 -6.974 -2.647 1.558
C5 -6.974 -1.525 0.829
C6 -8.314 -0.988 0.285
O2 -8.312 -0.101 -0.514
O3 -5.941 -0.690 0.628
O4 -10.516 -3.568 1.922
H1 -10.456 -1.116 0.346
H2 -6.102 -3.016 2.144
H3 -6.267 0.013 -0.017
H4 -10.096 -4.187 2.590
C7 0.329 -5.085 1.122
C8 -0.964 -5.225 0.668
C9 -1.348 -6.427 -0.126
O5 -2.496 -6.542 -0.451
C10 -0.377 -7.398 -0.533
C11 0.863 -7.256 -0.011
C12 1.333 -6.035 0.732
O6 2.529 -6.001 1.043
O7 1.843 -8.172 -0.193
O8 -1.978 -4.433 0.941
H5 0.534 -4.202 1.702
H6 -0.692 -8.283 -1.077
H7 2.620 -7.765 0.210
H8 -2.802 -4.829 0.566
C13 2.893 4.661 1.754
C14 1.893 4.735 2.637
C15 0.465 4.806 2.123
O9 -0.482 4.665 2.878
C16 0.300 5.112 0.673
C17 1.259 4.940 -0.258
C18 2.689 4.756 0.282
O10 3.563 4.803 -0.505
O11 1.107 5.047 -1.554
O12 2.048 4.821 3.986
H9 3.909 4.501 2.040
H10 -0.743 5.352 0.314
H11 1.853 4.708 -2.059
H12 1.158 4.694 4.413
C19 7.844 0.777 -2.457
C20 6.924 1.456 -3.117
C21 6.191 2.635 -2.410
O13 5.407 3.305 -3.070
C22 6.553 2.900 -1.030
C23 7.576 2.271 -0.403
C24 8.310 1.119 -1.107
O14 9.145 0.558 -0.449
O15 8.081 2.612 0.797
O16 6.654 1.280 -4.393
H13 8.404 -0.057 -2.961
H14 6.007 3.693 -0.546
H15 8.677 1.910 1.134
H16 5.712 1.476 -4.505
C25 0.660 2.544 -4.009
C26 2.007 2.471 -3.877
C27 2.838 1.412 -4.516
O17 4.006 1.316 -4.305
C28 2.194 0.443 -5.406
C29 0.895 0.563 -5.594
C30 0.025 1.524 -4.790
O18 -1.188 1.424 -4.871
O19 0.192 -0.176 -6.457
O20 2.705 3.296 -3.120
H17 0.039 3.370 -3.609
H18 2.821 -0.285 -5.938
H19 -0.782 -0.060 -6.214
H20 3.692 3.181 -3.192
C31 0.089 0.055 5.768
C32 -0.117 1.341 5.935
C33 1.056 2.314 6.037
O21 0.731 3.485 6.164
C34 2.421 1.819 5.976
C35 2.566 0.479 5.829
C36 1.419 -0.502 5.670
O22 1.719 -1.662 5.440
O23 3.685 -0.137 5.898
O24 -1.237 1.949 6.147
H21 -0.725 -0.645 5.708
H22 3.292 2.471 6.127
H23 3.435 -1.039 5.682
H24 -1.083 2.895 6.162
C37 -2.961 -2.281 -1.586
C38 -4.182 -2.804 -1.471
C39 -5.363 -2.361 -2.370
O25 -6.406 -2.831 -2.063
C40 -5.113 -1.451 -3.423
C41 -3.889 -0.842 -3.504
C42 -2.725 -1.324 -2.677
O26 -1.613 -0.960 -3.056
O27 -3.492 -0.006 -4.437
O28 -4.574 -3.685 -0.534
H25 -2.245 -2.714 -0.841
H26 -5.907 -1.143 -4.099
H27 -2.548 0.239 -4.327
H28 -5.535 -3.855 -0.659
C43 -4.259 2.549 0.604
C44 -3.574 3.640 1.002
C45 -3.824 4.988 0.458
O29 -3.134 5.957 0.760
C46 -4.910 5.128 -0.491
C47 -5.624 4.062 -0.899
C48 -5.390 2.656 -0.271
O30 -6.062 1.736 -0.717
O31 -6.592 4.052 -1.778
O32 -2.561 3.532 1.844
H29 -4.019 1.589 0.980
H30 -5.153 6.043 -0.979
H31 -6.870 3.148 -1.905
H32 -2.044 4.384 2.030
C49 3.243 -0.894 2.536
C50 4.299 -0.062 2.341
C51 5.659 -0.673 2.040
O33 6.559 0.097 1.992
C52 5.751 -2.119 1.837
C53 4.710 -2.942 2.007
C54 3.284 -2.348 2.318
O34 2.345 -3.075 2.278
O35 4.667 -4.266 1.946
O36 4.289 1.270 2.342
H33 2.221 -0.583 2.739
H34 6.761 -2.472 1.653
H35 3.701 -4.441 1.850
H36 5.140 1.641 2.029
C55 3.184 -0.908 -1.944
C56 1.996 -1.442 -2.313
C57 1.702 -2.916 -2.104
O37 0.516 -3.274 -2.259
C58 2.818 -3.751 -1.655
C59 4.091 -3.238 -1.481
C60 4.312 -1.672 -1.560
O38 5.387 -1.190 -1.233
O39 5.216 -3.939 -1.322
O40 0.952 -0.790 -2.775
H37 3.245 0.183 -1.986
H38 2.555 -4.773 -1.401
H39 5.894 -3.245 -1.223
H40 0.146 -1.342 -2.818
C61 -2.918 -2.078 3.606
Cl1 -1.234 -2.484 3.990
Cl2 -3.975 -3.417 3.848
Cl3 -3.508 -0.766 4.580
Cl4 -3.044 -1.638 1.885
C62 -3.094 4.593 -4.011
Cl5 -3.955 6.098 -3.691
Cl6 -2.049 4.729 -5.421
Cl7 -2.133 4.155 -2.582
Cl8 -4.217 3.302 -4.198
C63 0.230 0.711 0.542
Cl9 -0.946 1.275 -0.593
Cl10 0.371 -1.073 0.375
Cl11 1.836 1.415 0.095
Cl12 -0.118 1.121 2.204

Forces on atoms 1 to 3 (eV/Å):
C 0.55 -0.77 -0.27
C 2.13 0.90 -0.27
C -0.53 -0.05 -0.07



Entry 4:
DFT (wB97M-V/def2-TZVPD) results for a structure of composition C41H34AsN5NiO2PS4.

Summary:
- Total charge: -2
- HOMO (alpha / beta): -1.17 / -0.87 eV
- Molecular weight: 921.6 g mol⁻¹
- Multiplicity: 2
- Energy above the lowest of the compared OMol25 structures with the same formula, charge and spin: 0.000 eV
- HOMO-LUMO gap (alpha / beta): 0.1678 / 0.1567 Ha
- Expectation value of S²: 0.76

Positions of all 89 atoms, in Å:
Ni1 0.551 0.155 0.142
S1 2.013 -0.663 1.824
C1 1.360 0.095 3.241
C2 1.748 -0.370 4.499
C3 1.266 0.176 5.683
C4 1.726 -0.336 6.934
N1 2.117 -0.755 7.935
C5 0.342 1.234 5.618
C6 -0.044 1.715 4.373
C7 0.456 1.202 3.174
S2 -0.023 1.934 1.677
C8 -0.197 1.823 6.803
N2 -0.632 2.315 7.749
H1 2.452 -1.190 4.547
H2 -0.756 2.528 4.324
C9 -4.347 -4.353 -2.308
C10 -2.986 -4.523 -1.664
O1 -2.757 -3.429 -0.795
P1 -1.318 -2.679 -0.778
S3 -1.498 -1.176 0.481
S4 -0.678 -2.362 -2.631
O2 -0.473 -3.889 -0.104
C11 0.949 -3.864 -0.077
C12 1.450 -5.271 -0.318
H3 -4.552 -5.179 -2.991
H4 -4.371 -3.419 -2.867
H5 -5.130 -4.321 -1.551
H6 -2.204 -4.562 -2.429
H7 -2.942 -5.444 -1.072
H8 1.267 -3.475 0.895
H9 1.317 -3.188 -0.854
H10 1.075 -5.950 0.451
H11 2.540 -5.289 -0.297
H12 1.113 -5.626 -1.292
C13 -2.277 1.983 -2.698
C14 -1.466 1.031 -2.096
N3 -0.362 1.361 -1.422
C15 -0.007 2.640 -1.359
C16 -0.763 3.674 -1.908
C17 -1.942 3.317 -2.568
C18 -0.473 5.085 -1.657
C19 0.680 5.765 -1.479
C20 2.066 5.410 -1.798
C21 3.098 6.266 -1.391
C22 4.368 5.988 -1.845
N4 4.638 4.952 -2.642
C23 3.602 4.172 -2.935
N5 2.343 4.344 -2.567
H13 -3.170 1.676 -3.224
H14 -1.696 -0.025 -2.124
H15 0.887 2.854 -0.785
H16 -2.585 4.088 -2.976
H17 -1.376 5.678 -1.518
H18 0.578 6.791 -1.138
H19 2.900 7.117 -0.753
H20 5.208 6.620 -1.571
H21 3.805 3.305 -3.555
C24 5.959 2.579 -0.625
C25 6.130 1.605 -1.600
C26 5.087 0.748 -1.912
C27 3.866 0.860 -1.257
C28 3.700 1.835 -0.279
C29 4.745 2.694 0.032
As1 2.334 -0.317 -1.604
C30 3.313 -1.925 -2.083
C31 4.017 -2.750 -1.219
C32 4.635 -3.888 -1.715
C33 4.532 -4.207 -3.065
C34 3.833 -3.381 -3.930
C35 3.228 -2.226 -3.445
C36 2.526 -1.211 -4.250
C37 2.302 -1.286 -5.620
C38 1.671 -0.242 -6.275
C39 1.259 0.880 -5.565
C40 1.458 0.952 -4.194
C41 2.095 -0.086 -3.532
H22 6.776 3.246 -0.378
H23 7.078 1.510 -2.115
H24 5.221 -0.010 -2.678
H25 2.761 1.888 0.268
H26 4.608 3.441 0.804
H27 4.076 -2.505 -0.164
H28 5.189 -4.536 -1.046
H29 5.002 -5.106 -3.443
H30 3.766 -3.637 -4.980
H31 2.614 -2.161 -6.177
H32 1.493 -0.304 -7.342
H33 0.767 1.697 -6.078
H34 1.127 1.828 -3.651

Forces on atoms 1 to 3 (eV/Å):
Ni 0.27 -0.03 -0.14
S 0.02 -0.12 0.01
C 0.05 0.08 -0.11